No. 1
A cluster of 2 separate species, CH7N2 in total at a distorted geometry. Source: the OMol25 dataset; level of theory: the ωB97M-V functional and the def2-TZVPD basis.

Last columns: bonded neighbours and bond lengths (Å).
Positions of all 10 atoms, in Å:
1 N 1.35366 -0.88055 -0.21449  H5 1.005, H7 1.106, H8 1.038, H10 1.181
2 N -0.41642 0.89936 0.58580  C3 1.325, H9 1.058
3 C -1.58824 0.72893 -0.00884  N2 1.325, H4 1.135, H6 1.047
4 H -1.89765 -0.21304 -0.56153  C3 1.135
5 H 0.77635 -1.67792 -0.41478  N1 1.005
6 H -2.32500 1.46730 -0.10293  C3 1.047
7 H 2.33426 -1.31312 0.05860  N1 1.106
8 H 1.44209 -0.57286 -1.20192  N1 1.038
9 H -0.61824 1.64391 1.30935  N2 1.058
10 H 0.93919 -0.08201 0.55074  N1 1.181

## Properties
electronic energy	-150.92573	Eh
⟨S²⟩	0.76
charge	+2
orbital gap (alpha / beta)	12.819 / 9.241	eV
multiplicity	2
E_LUMO (alpha / beta)	-11.875 / -15.874	eV
ΔE to the lowest compared entry with this formula, charge and spin	94.9	kJ/mol

=====

No. 2
A cluster of 2 separate species, CH7N2O in total. Source: the OMol25 dataset; level of theory: the ωB97M-V functional and the def2-TZVPD basis.

Last columns: bonded neighbours and bond lengths (Å).
Positions of all 11 atoms, in Å:
1 O -0.08696 -0.25182 -1.05725  C4 1.324
2 N -2.11448 -0.43029 1.06794  H5 1.014, H7 1.014, H10 1.030
3 N 1.65589 0.14417 0.54505  C4 1.504, H8 1.017, H11 1.016
4 C 0.88987 0.55969 -0.68133  O1 1.324, N3 1.504, H6 1.120, H9 1.121
5 H -2.98829 -0.84340 0.76158  N2 1.014
6 H 1.71508 0.63842 -1.43439  C4 1.120
7 H -2.14365 0.56174 0.86092  N2 1.014
8 H 2.01992 -0.77761 0.31462  N3 1.017
9 H 0.57895 1.60734 -0.43337  C4 1.121
10 H -1.36798 -0.75367 0.43557  N2 1.030
11 H 0.99858 0.04385 1.31389  N3 1.016

## Properties
electronic energy	-227.04603	Eh
charge	-1
orbital gap	7.469	eV
E_LUMO	4.871	eV
ΔE to the lowest compared entry with this formula, charge and spin	9.7	kJ/mol

=====

No. 3
A cluster of 2 separate species, CH7N2O in total. Source: the OMol25 dataset; level of theory: the ωB97M-V functional and the def2-TZVPD basis.

Last columns: bonded neighbours and bond lengths (Å).
Positions of all 11 atoms, in Å:
1 O -0.01470 0.75349 0.26020  C4 1.355
2 N -1.42814 -0.86862 1.31740  C4 1.488, H5 1.015, H8 1.008
3 N 1.31490 0.45410 -2.05868  H6 1.013, H10 1.094, H11 1.010
4 C -0.07955 -0.47689 0.82427  O1 1.355, N2 1.488, H7 1.110, H9 1.111
5 H -1.72907 -0.13455 1.95025  N2 1.015
6 H 2.30726 0.62284 -1.94270  N3 1.013
7 H 0.20411 -1.27543 0.10676  C4 1.110
8 H -2.04104 -0.76511 0.52347  N2 1.008
9 H 0.57983 -0.58244 1.71170  C4 1.111
10 H 0.77909 0.59637 -1.11582  N3 1.094
11 H 0.97277 1.06434 -2.78783  N3 1.010

## Properties
electronic energy	-227.04776	Eh
charge	-1
orbital gap	7.896	eV
E_LUMO	4.993	eV
ΔE to the lowest compared entry with this formula, charge and spin	5.1	kJ/mol

=====

No. 4
A cluster of 2 separate species, CH7N2O in total at a distorted geometry. Source: the OMol25 dataset; level of theory: the ωB97M-V functional and the def2-TZVPD basis.

Last columns: bonded neighbours and bond lengths (Å).
Positions of all 11 atoms, in Å:
1 O -1.73064 1.49718 0.26763  H5 0.994, H11 0.964
2 N -0.03618 -1.09216 0.35525  C4 1.513, H6 1.051, H8 1.073, H10 1.033
3 N 1.29213 0.49827 -0.71954  C4 1.277, H7 1.031
4 C 1.28266 -0.69861 -0.27399  N2 1.513, N3 1.277, H9 1.096
5 H -1.18617 2.09711 -0.30868  O1 0.994
6 H -0.73727 -0.31470 0.44625  N2 1.051
7 H 2.23220 0.83244 -0.97836  N3 1.031
8 H 0.09213 -1.33678 1.39252  N2 1.073
9 H 1.85831 -1.62603 -0.37039  C4 1.096
10 H -0.50777 -1.83254 -0.18990  N2 1.033
11 H -2.55941 1.97581 0.37920  O1 0.964

## Properties
electronic energy	-226.76951	Eh
charge	+1
orbital gap	11.586	eV
E_LUMO	-4.156	eV
ΔE to the lowest compared entry with this formula, charge and spin	173.0	kJ/mol

=====

No. 5
A cluster of 2 separate species, CH7N2O2P in total at a distorted geometry. Source: the OMol25 dataset; level of theory: the ωB97M-V functional and the def2-TZVPD basis.

Last columns: bonded neighbours and bond lengths (Å).
Positions of all 13 atoms, in Å:
1 P 1.91149 0.55761 -0.95136  O3 1.436, N4 1.495, N5 1.627
2 O -2.32649 0.23329 0.62907  C6 1.379, H9 0.952
3 O 0.98011 -0.28062 -1.65301  P1 1.436
4 N 2.42437 1.92544 -1.27088  P1 1.495, H13 1.017
5 N 2.92944 -0.16335 0.09363  P1 1.627, H10 1.041, H11 1.018
6 C -2.87983 -1.02365 0.75131  O2 1.379, H7 1.062, H8 1.091, H12 1.099
7 H -2.27660 -1.59822 0.09273  C6 1.062
8 H -3.93387 -0.86131 0.51950  C6 1.091
9 H -2.61313 0.91734 1.22607  O2 0.952
10 H 2.73965 -1.11790 0.46193  N5 1.041
11 H 3.70287 0.41063 0.42237  N5 1.018
12 H -2.83191 -1.53467 1.72326  C6 1.099
13 H 2.17390 2.53542 -2.04462  N4 1.017

## Properties
electronic energy	-643.45459	Eh
⟨S²⟩	2.01
orbital gap (alpha / beta)	6.323 / 5.819	eV
multiplicity	3
E_LUMO (alpha / beta)	1.214 / -4.075	eV
ΔE to the lowest compared entry with this formula, charge and spin	145.9	kJ/mol

=====

No. 6
A cluster of 2 separate species, CH7N2S3 in total at a distorted geometry. Source: the OMol25 dataset; level of theory: the ωB97M-V functional and the def2-TZVPD basis.

Last columns: bonded neighbours and bond lengths (Å).
Positions of all 13 atoms, in Å:
1 S -0.86631 2.00345 -0.65591  C6 1.675, H12 1.414
2 S 0.64497 -1.99621 3.76491  S3 2.085, N4 1.662
3 S 0.02453 -0.75171 2.21187  S2 2.085, H10 1.396
4 N 0.92421 -3.30895 2.78403  S2 1.662, H8 0.954, H9 0.989
5 N 0.05007 2.31810 -3.07912  C6 1.338, H11 1.007, H13 1.029
6 C -0.93012 1.81552 -2.31958  S1 1.675, N5 1.338, H7 1.036
7 H -1.84561 1.58330 -2.74563  C6 1.036
8 H 1.70774 -3.82634 2.95134  N4 0.954
9 H 0.15229 -3.89499 2.58578  N4 0.989
10 H -1.35288 -0.95760 2.11170  S3 1.396
11 H -0.00154 2.20231 -4.07857  N5 1.007
12 H 0.47834 2.41533 -0.80258  S1 1.414
13 H 1.01431 2.39780 -2.72823  N5 1.029

## Properties
electronic energy	-1346.06197	Eh
charge	+1
orbital gap	5.456	eV
E_LUMO	-5.611	eV
ΔE to the lowest compared entry with this formula, charge and spin	67.7	kJ/mol

=====

No. 7
The molecule CH7N3S at a distorted geometry. Source: the OMol25 dataset; level of theory: the ωB97M-V functional and the def2-TZVPD basis.

Last columns: bonded neighbours and bond lengths (Å).
Positions of all 12 atoms, in Å:
1 S -1.33521 2.14415 0.51588  N4 1.886, H11 1.330
2 N 0.24577 -0.03203 0.20431  N3 1.403, N4 1.388, C5 1.451
3 N 1.32147 0.44201 -0.56083  N2 1.403, H8 1.016, H12 1.025
4 N -1.02156 0.40788 -0.15030  S1 1.886, N2 1.388, H6 1.025
5 C 0.27023 -1.47920 0.30832  N2 1.451, H7 1.089, H9 1.097, H10 1.090
6 H -1.14533 0.53730 -1.15993  N4 1.025
7 H -0.61906 -1.79453 0.85220  C5 1.089
8 H 1.51194 1.40464 -0.29742  N3 1.016
9 H 0.28488 -1.96618 -0.67467  C5 1.097
10 H 1.16721 -1.75554 0.86311  C5 1.090
11 H -1.81317 1.68165 1.66729  S1 1.330
12 H 1.13283 0.40985 -1.56796  N3 1.025

## Properties
electronic energy	-604.65617	Eh
orbital gap	9.723	eV
E_LUMO	0.604	eV
ΔE to the lowest compared entry with this formula, charge and spin	220.5	kJ/mol

=====

No. 8
A cluster of 2 separate species, CH7N4 in total at a distorted geometry. Source: the OMol25 dataset; level of theory: the ωB97M-V functional and the def2-TZVPD basis.

Last columns: bonded neighbours and bond lengths (Å).
Positions of all 12 atoms, in Å:
1 N -0.11118 0.07967 0.49810  N3 1.349, C5 1.286
2 N 2.08358 0.41489 -0.27237  N3 1.463, H9 0.996
3 N 1.11575 -0.46868 0.37778  N1 1.349, N2 1.463, H7 1.075, H8 1.098
4 N -2.22173 0.29795 -0.03239  C5 1.303, H11 1.048, H12 0.967
5 C -1.12592 -0.39977 -0.12922  N1 1.286, N4 1.303, H6 1.119
6 H -0.84542 -1.26044 -0.78658  C5 1.119
7 H 1.07474 -1.42905 -0.10286  N3 1.075
8 H 1.57629 -0.70184 1.34696  N3 1.098
9 H 1.89141 0.71169 -1.20303  N2 0.996
10 H 1.83802 1.82734 0.53160  no bonds
11 H -2.04310 1.20335 0.46527  N4 1.048
12 H -3.13786 0.00815 -0.14540  N4 0.967

## Properties
electronic energy	-260.87922	Eh
charge	+1
orbital gap	9.639	eV
E_LUMO	-4.700	eV
ΔE to the lowest compared entry with this formula, charge and spin	382.3	kJ/mol

=====

No. 9
A cluster of 2 separate species, CH7N4S in total at a distorted geometry. Source: the OMol25 dataset; level of theory: the ωB97M-V functional and the def2-TZVPD basis.

Last columns: bonded neighbours and bond lengths (Å).
Positions of all 13 atoms, in Å:
1 S 0.42375 2.32125 0.01462  C6 1.665, H7 1.341
2 N -0.98407 1.02591 1.83843  C6 1.256, H8 1.015, H9 1.030
3 N 0.69824 -1.06151 -0.91462  N4 1.400, N5 1.311, H12 1.012
4 N -0.52857 -1.55937 -1.36922  N3 1.400, H10 0.948, H13 1.006
5 N 0.73275 -0.81949 0.37350  N3 1.311, H11 1.038
6 C -0.20394 1.02744 0.85361  S1 1.665, N2 1.256
7 H 1.14161 1.65281 -0.90021  S1 1.341
8 H -1.54130 0.21131 2.07627  N2 1.015
9 H -1.31644 1.95976 2.11726  N2 1.030
10 H -0.90981 -2.10460 -0.69332  N4 0.948
11 H 1.70450 -0.46703 0.46658  N5 1.038
12 H 1.27162 -0.46924 -1.50083  N3 1.012
13 H -0.48834 -1.71724 -2.36209  N4 1.006

## Properties
electronic energy	-659.10312	Eh
charge	+1
orbital gap	8.433	eV
E_LUMO	-4.093	eV
ΔE to the lowest compared entry with this formula, charge and spin	357.7	kJ/mol

=====

No. 10
A cluster of 2 separate species, CH7N5O in total at a distorted geometry. Source: the OMol25 dataset; level of theory: the ωB97M-V functional and the def2-TZVPD basis.

Last columns: bonded neighbours and bond lengths (Å).
Positions of all 14 atoms, in Å:
1 O 2.39804 -1.31298 0.24388  N3 1.382, H14 1.070
2 N 3.67544 0.39203 -0.24253  N3 1.223, H10 1.117
3 N 2.53919 -0.05565 -0.31143  O1 1.382, N2 1.223
4 N -0.26128 -1.25606 0.33025  C7 1.267, H8 1.019
5 N -2.64616 1.60053 -0.22233  N6 1.417, H9 1.022, H11 1.041
6 N -2.05691 0.37708 0.18146  N5 1.417, C7 1.382, H12 1.002
7 C -0.84725 -0.22337 -0.11071  N4 1.267, N6 1.382, H13 1.146
8 H -0.85379 -1.77748 0.97446  N4 1.019
9 H -2.99568 1.40093 -1.16166  N5 1.022
10 H 4.45435 -0.30504 0.15247  N2 1.117
11 H -1.94545 2.36896 -0.26103  N5 1.041
12 H -2.70120 -0.11860 0.76786  N6 1.002
13 H -0.12200 0.48797 -0.64173  C7 1.146
14 H 1.36269 -1.57832 0.30105  O1 1.070

## Properties
electronic energy	-391.18778	Eh
orbital gap	10.334	eV
E_LUMO	0.810	eV
ΔE to the lowest compared entry with this formula, charge and spin	165.9	kJ/mol

=====

- Which formula does entry 6 have?
  CH7N2S3

=====

Copy entry 9 word for word.
A cluster of 2 separate species, CH7N4S in total at a distorted geometry. Source: the OMol25 dataset; level of theory: the ωB97M-V functional and the def2-TZVPD basis.

Last columns: bonded neighbours and bond lengths (Å).
Positions of all 13 atoms, in Å:
1 S 0.42375 2.32125 0.01462  C6 1.665, H7 1.341
2 N -0.98407 1.02591 1.83843  C6 1.256, H8 1.015, H9 1.030
3 N 0.69824 -1.06151 -0.91462  N4 1.400, N5 1.311, H12 1.012
4 N -0.52857 -1.55937 -1.36922  N3 1.400, H10 0.948, H13 1.006
5 N 0.73275 -0.81949 0.37350  N3 1.311, H11 1.038
6 C -0.20394 1.02744 0.85361  S1 1.665, N2 1.256
7 H 1.14161 1.65281 -0.90021  S1 1.341
8 H -1.54130 0.21131 2.07627  N2 1.015
9 H -1.31644 1.95976 2.11726  N2 1.030
10 H -0.90981 -2.10460 -0.69332  N4 0.948
11 H 1.70450 -0.46703 0.46658  N5 1.038
12 H 1.27162 -0.46924 -1.50083  N3 1.012
13 H -0.48834 -1.71724 -2.36209  N4 1.006

## Properties
electronic energy	-659.10312	Eh
charge	+1
orbital gap	8.433	eV
E_LUMO	-4.093	eV
ΔE to the lowest compared entry with this formula, charge and spin	357.7	kJ/mol

=====

- Which value of electronic energy does entry 8 give?
  -260.87922 Eh

=====

- The lowest ΔE to the lowest compared entry with this formula, charge and spin belongs to which entry?
  number 3